Density functional theory data (the ωB97M-V functional and the def2-TZVPD basis) for C4H12IO4Zn as an isolated structure at a distorted geometry.

Geometry (Å):
Zn: -0.333 0.173 -0.016
I: -3.086 1.723 2.132
C: -0.711 -3.635 1.829
C: -1.341 -3.874 0.409
O: -1.612 -2.656 -0.357
O: 0.022 -2.395 1.795
H: -0.125 -4.496 2.149
H: -1.480 -3.451 2.579
H: -2.287 -4.399 0.541
H: -0.676 -4.468 -0.218
H: -2.353 -2.884 -0.923
H: 0.656 -2.374 2.516
C: 1.606 3.753 -0.564
C: 1.120 3.340 -1.942
O: 0.076 2.364 -2.016
O: 1.895 2.597 0.184
H: 0.840 4.228 0.049
H: 2.470 4.412 -0.639
H: 1.924 2.826 -2.470
H: 0.821 4.237 -2.485
H: -0.261 2.311 -2.913
H: 2.836 2.669 0.360

Multiplicity: 1
Net charge: +1
Lowest unoccupied orbital energy: -0.283 Ha
Highest occupied orbital energy: -12.709 eV
ΔE to the lowest compared entry with this formula, charge and spin: 5.227 eV

Atomic partial charges in e from the natural (NBO) method, atoms 1 to 8:
1 Zn 1.001
2 I -0.068
3 C -0.085
4 C -0.086
5 O -0.760
6 O -0.759
7 H 0.195
8 H 0.178



Density functional theory data (the ωB97M-V functional and the def2-TZVPD basis) for C23H43N2OP3PrSe as an isolated structure at a distorted geometry.

Geometry (Å):
Pr: 0.082 0.391 -2.292
P: 0.699 2.530 -0.486
P: 1.111 -0.909 1.163
P: -3.603 -0.036 1.377
H: -1.853 0.947 -5.972
C: -1.838 1.283 -4.932
C: -0.770 1.603 -4.192
H: 0.312 1.546 -4.420
C: 2.353 3.157 -1.031
C: 0.939 2.734 1.307
C: -0.290 4.065 -0.804
C: 1.167 -2.733 1.343
C: 2.926 -0.641 1.191
C: 0.711 -0.542 2.927
C: -4.869 0.594 0.224
C: -2.716 1.355 2.112
C: -4.273 -1.121 2.665
H: -2.832 1.473 -4.548
H: -1.013 2.176 -3.267
H: 2.336 3.306 -2.120
H: 3.109 2.396 -0.790
H: 2.600 4.113 -0.529
H: 1.714 2.054 1.680
H: 0.013 2.515 1.850
H: 1.245 3.772 1.525
H: -0.579 4.081 -1.869
H: 0.320 4.958 -0.563
H: -1.202 4.024 -0.183
H: 1.782 -3.007 2.213
H: 1.583 -3.201 0.441
H: 0.144 -3.096 1.499
H: 3.303 -1.053 2.131
H: 3.166 0.424 1.125
H: 3.384 -1.166 0.347
H: 1.335 -1.168 3.579
H: -0.343 -0.776 3.122
H: 0.894 0.512 3.156
H: -5.872 0.323 0.607
H: -4.680 0.101 -0.734
H: -4.823 1.685 0.116
H: -3.456 1.883 2.730
H: -2.356 2.040 1.320
H: -1.857 1.052 2.734
H: -5.152 -0.603 3.037
H: -3.508 -1.293 3.438
H: -4.534 -2.090 2.212
C: -2.928 -2.063 -2.554
C: -2.640 -1.772 -3.898
C: -3.643 -1.845 -4.864
C: -4.910 -2.341 -4.520
C: -5.161 -2.737 -3.204
C: -4.176 -2.635 -2.229
Se: -1.616 -1.839 -1.205
H: -2.666 -0.906 0.753
H: -1.628 -1.492 -4.196
H: -3.418 -1.549 -5.891
H: -5.644 -2.490 -5.313
H: -6.126 -3.185 -2.971
H: -4.326 -3.056 -1.244
N: 6.694 -2.276 -2.130
C: 5.537 -2.992 -2.039
O: 5.564 -4.201 -1.809
C: 4.250 -2.247 -2.235
C: 4.146 -0.888 -2.544
C: 2.904 -0.336 -2.827
N: 1.782 -1.116 -2.951
C: 1.852 -2.399 -2.494
C: 3.061 -3.007 -2.189
H: 7.557 -2.776 -1.989
H: 6.741 -1.272 -2.207
H: 5.045 -0.254 -2.601
H: 2.781 0.750 -2.976
H: 0.896 -2.906 -2.343
H: 3.083 -4.070 -1.951

Multiplicity: 3
Net charge: +3
Lowest unoccupied orbital energy (spin up / spin down): -0.361 / -0.344 Ha
Highest occupied orbital energy (spin up / spin down): -15.390 / -15.403 eV

Atomic partial charges in e from the Löwdin method, atoms 1 to 8:
1 Pr 0.797
2 P 0.712
3 P 0.774
4 P 0.881
5 H 0.120
6 C 0.105
7 C -0.233
8 H 0.091



Density functional theory data (the ωB97M-V functional and the def2-TZVPD basis) for C17H11AuBr4N4O6S as an isolated structure.

Geometry (Å):
Au: 0.324 -0.292 -0.075
O: -0.411 0.941 -1.695
C: 0.088 1.235 -2.794
C: 1.257 0.788 -3.480
C: 1.515 1.444 -4.695
C: 2.617 1.140 -5.444
C: 3.532 0.147 -5.007
C: 3.313 -0.516 -3.848
C: 2.159 -0.258 -3.010
O: 1.960 -0.902 -1.967
N: 2.854 1.837 -6.685
O: 2.049 2.686 -7.040
O: 3.849 1.540 -7.328
H: -0.466 2.003 -3.359
H: 0.836 2.211 -5.049
H: 4.395 -0.064 -5.622
H: 3.999 -1.281 -3.505
Br: -4.986 0.023 5.861
C: -4.064 0.218 4.243
C: -4.551 1.208 3.269
Br: -6.072 2.216 3.691
C: -3.933 1.407 2.092
Br: -4.482 2.647 0.814
C: -2.731 0.630 1.732
O: -2.126 0.794 0.714
C: -2.245 -0.434 2.739
O: -1.299 -1.120 2.469
C: -2.983 -0.548 4.004
Br: -2.321 -1.823 5.199
C: 5.952 -1.383 0.354
C: 5.241 -1.355 1.707
C: 3.789 -1.670 1.557
N: 2.912 -0.816 1.177
N: 1.673 -1.360 1.033
C: 1.599 -2.635 1.310
N: 0.464 -3.357 1.179
S: 3.129 -3.276 1.781
H: 7.009 -1.145 0.471
H: 5.502 -0.659 -0.324
H: 5.874 -2.368 -0.109
H: 5.314 -0.366 2.159
H: 5.704 -2.061 2.400
H: -0.377 -2.796 1.144
H: 0.390 -4.214 1.701

Multiplicity: 1
Net charge: 0
Lowest unoccupied orbital energy: -0.103 Ha
Highest occupied orbital energy: -7.484 eV
ΔE to the lowest compared entry with this formula, charge and spin: 0.000 eV

Atomic partial charges in e from the natural (NBO) method, atoms 1 to 8:
1 Au 0.723
2 O -0.677
3 C 0.434
4 C -0.290
5 C -0.088
6 C -0.094
7 C -0.138
8 C -0.310



Density functional theory data (the ωB97M-V functional and the def2-TZVPD basis) for a 2-piece molecular cluster, C13H27BF6N overall at a distorted geometry.

Geometry (Å):
C: 2.222 -1.774 -1.352
C: 1.548 -1.235 -2.704
C: 0.278 -0.290 -2.402
C: -0.994 -1.274 -2.386
C: -2.133 -0.761 -1.413
B: -3.574 -1.541 -1.532
C: -3.493 -3.060 -2.118
F: -2.524 -3.870 -1.524
F: -4.697 -3.770 -1.926
F: -3.344 -3.049 -3.527
C: -4.612 -0.559 -2.328
F: -5.038 0.444 -1.427
F: -4.106 0.043 -3.479
F: -5.808 -1.174 -2.738
H: 1.441 -1.652 -0.542
H: 3.164 -1.217 -1.103
H: 2.422 -2.884 -1.465
H: 1.155 -2.135 -3.270
H: 2.309 -0.744 -3.370
H: 0.461 0.175 -1.391
H: 0.244 0.448 -3.247
H: -1.308 -1.400 -3.455
H: -0.586 -2.252 -1.981
H: -2.314 0.330 -1.676
H: -1.722 -0.748 -0.356
H: -4.001 -1.636 -0.411
C: -0.872 1.745 2.016
C: 0.321 1.415 2.905
N: 1.453 0.863 2.177
C: 2.471 0.280 3.042
C: 3.215 1.216 3.996
C: 1.959 1.667 1.072
C: 2.418 3.093 1.380
H: -1.178 0.877 1.428
H: -1.721 2.047 2.633
H: -0.657 2.571 1.334
H: -0.019 0.674 3.636
H: 0.599 2.313 3.476
H: 3.203 -0.254 2.427
H: 1.990 -0.501 3.643
H: 3.939 1.837 3.470
H: 3.775 0.624 4.726
H: 2.538 1.864 4.556
H: 1.178 1.722 0.307
H: 2.777 1.132 0.580
H: 1.716 3.631 2.020
H: 2.504 3.659 0.448
H: 3.402 3.111 1.852

Multiplicity: 1
Net charge: -1
Lowest unoccupied orbital energy: 0.098 Ha
Highest occupied orbital energy: -5.972 eV

Atomic partial charges in e from the natural (NBO) method, atoms 1 to 8:
1 C -0.632
2 C -0.403
3 C -0.391
4 C -0.401
5 C -0.611
6 B -0.144
7 C 0.854
8 F -0.371



Calculated DFT total energy, -69040.23332, -136832.67180, -330744.93931, -32392.58184 eV (same order as the records).